No. 1
Molecular formula: CH3NOSi
Method: DFT, wB97M-V/def2-TZVPD

The value obtained for the max |F| is 2.93 eV/A. The value obtained for the LUMO energy is -0.5 eV. As for the HOMO-LUMO gap: 8.54 eV.

```
! wB97M-V def2-TZVPD RIJCOSX def2/J DEFGRID3
* xyz 0 1
Si 2.04928 -0.84861 -0.15314
O 1.37128 0.59633 -0.23229
N -3.89339 -0.08764 -0.01655
C -2.79566 -0.39167 -0.09192
H -1.75838 -0.65063 -0.18401
H 1.86045 1.42610 -0.15558
H 3.16642 -0.04389 0.83349
*
```

=====

No. 2
Molecular formula: CH3NOSi
Method: DFT, wB97M-V/def2-TZVPD

The value obtained for the max |F| is 4.79 eV/A. The value obtained for the LUMO energy is -0.2 eV. As for the HOMO-LUMO gap: 10.00 eV.

```
! wB97M-V def2-TZVPD RIJCOSX def2/J DEFGRID3
* xyz 0 1
Si 0.30542 -0.25277 0.25384
O 0.98515 1.17298 0.05707
N -2.74715 -0.25851 0.12647
C -1.62382 -0.29923 0.18797
H 1.45035 1.69489 -0.58661
H 0.78271 -0.97214 1.60693
H 0.84734 -1.08522 -1.64567
*
```

=====

No. 3
Molecular formula: CH3NS2
Method: DFT, wB97M-V/def2-TZVPD

The value obtained for the max |F| is 4.72 eV/A. The value obtained for the LUMO energy (spin up / spin down) is -0.8 / -1.3 eV. As for the HOMO-LUMO gap (spin up / spin down): 7.95 / 6.81 eV.

```
! wB97M-V def2-TZVPD RIJCOSX def2/J DEFGRID3
* xyz 0 1
S -1.15953 0.78142 -0.73973
S 2.76824 0.44694 -0.47698
N -1.31959 -0.67032 0.03833
C 1.46808 0.79012 0.42940
H -0.83370 -1.40696 -0.46106
H 0.42930 0.83713 0.12807
H -1.35281 -0.77834 1.08197
*
```

=====

No. 4
Molecular formula: CH3NS2
Method: DFT, wB97M-V/def2-TZVPD

The value obtained for the max |F| is 3.27 eV/A. The value obtained for the LUMO energy is -0.3 eV. As for the HOMO-LUMO gap: 8.57 eV.

```
! wB97M-V def2-TZVPD RIJCOSX def2/J DEFGRID3
* xyz 0 1
S 1.70236 0.74809 2.06022
S 0.74050 0.38524 -0.72917
N -0.67561 -0.30734 -1.43888
C 0.63152 0.21878 0.96428
H -0.27083 -0.28413 1.33220
H -0.77276 -1.12730 -0.86131
H -1.35519 0.36665 -1.32734
*
```

=====

No. 5
Molecular formula: CH3NS3
Method: DFT, wB97M-V/def2-TZVPD

The value obtained for the max |F| is 5.52 eV/A. The value obtained for the LUMO energy (spin up / spin down) is -0.2 / -1.9 eV. As for the HOMO-LUMO gap (spin up / spin down): 6.17 / 7.32 eV.

```
! wB97M-V def2-TZVPD RIJCOSX def2/J DEFGRID3
* xyz 0 3
S -0.60653 -0.99042 0.47517
S 1.75270 -0.53028 -0.15826
S -2.38048 1.26420 1.16082
N 1.92802 0.03547 -1.55881
C -1.02948 0.51060 0.79021
H 1.69194 1.06430 -1.45427
H -3.43019 0.41685 1.33966
H 2.07402 -1.77072 -0.59452
*
```

=====

No. 6
Molecular formula: CH3O2S
Method: DFT, wB97M-V/def2-TZVPD

The value obtained for the max |F| is 3.96 eV/A. The value obtained for the LUMO energy is 4.2 eV. As for the HOMO-LUMO gap: 7.46 eV.

```
! wB97M-V def2-TZVPD RIJCOSX def2/J DEFGRID3
* xyz -1 1
S 0.59608 -0.06426 0.13736
O 1.47799 -1.32159 0.01821
O 1.25405 1.20622 0.02976
C -0.76746 -0.02640 -0.75167
H -1.22577 0.99572 -0.78413
H 0.17851 -0.17882 1.52014
H -1.51340 -0.61085 -0.16968
*
```

=====

Summary of relative energy (zero: lowest compared OMol25 entry of this formula, charge and spin) in eV
2.347 1.978 4.057 1.067 0.466 3.217
(order as listed above)